[1]
{"formula": "C5H13O2", "method": "ωB97M-V/def2-TZVPD", "symbols": ["C", "O", "C", "C", "C", "C", "H", "H", "H", "H", "H", "H", "H", "H", "H", "H", "H", "H", "H", "O"], "coordinates": [[1.62798, 0.70575, 0.55692], [1.51909, 0.29230, 1.83813], [0.66091, -0.08756, -0.39202], [-0.80901, 0.37418, -0.27143], [-1.77379, -0.83054, -0.44182], [-1.11674, 1.50834, -1.27031], [1.42808, 1.81822, 0.50626], [2.62525, 0.58470, 0.07517], [0.73361, -1.13898, -0.13364], [0.89232, -0.05769, -1.47270], [-1.03955, 0.78137, 0.71542], [-2.55500, -0.62658, -1.17749], [-1.28212, -1.74813, -0.78095], [-2.15625, -1.09555, 0.54618], [-0.57117, 1.34834, -2.20005], [-0.82630, 2.44223, -0.78996], [-2.18284, 1.57792, -1.50458], [1.01674, -2.41732, 1.94040], [1.90576, -1.19963, 2.04338], [1.90302, -2.23136, 2.21308]], "lumo_ha": 0.13905, "homo_ev": -3.24, "orbital_gap_ev": 7.02, "e_above_lowest_kj_mol": 41.6, "charge": -1}

[2]
{"formula": "C14H27ClEuIN2P2S", "method": "ωB97M-V/def2-TZVPD", "symbols": ["C", "I", "H", "H", "H", "Eu", "P", "C", "C", "H", "H", "H", "H", "H", "H", "C", "H", "H", "H", "P", "C", "C", "H", "H", "H", "C", "H", "H", "H", "H", "H", "H", "Cl", "N", "C", "N", "C", "C", "C", "C", "C", "C", "S", "H", "H", "H", "H", "H", "H"], "coordinates": [[-1.21138, 1.55010, -1.33974], [1.88191, 2.33742, 1.76632], [-1.09827, 1.04935, -2.33061], [-2.18792, 2.03654, -1.44055], [-1.35191, 0.62253, -0.81286], [2.34756, -1.17613, -2.36065], [0.36807, 2.49585, -1.28920], [0.10184, 3.70306, 0.10393], [2.09195, 2.97213, -1.79308], [2.10386, 4.06404, -1.96740], [0.06476, 4.57739, -2.40688], [2.43140, 2.53137, -2.75182], [-0.30721, 3.20906, -3.49272], [0.96479, 3.64509, 0.88351], [2.86943, 2.76504, -1.05496], [-0.40936, 3.60703, -2.49961], [0.21660, 4.71819, -0.31090], [-1.45189, 3.70012, -2.22982], [-0.83556, 3.50925, 0.61876], [0.52289, -3.41164, -1.14028], [0.30777, -4.26122, 0.46164], [-0.48930, -4.42022, -2.34379], [2.73760, -3.34582, -2.49213], [2.43552, -4.89617, -1.85181], [2.92080, -3.61553, -0.73060], [2.27683, -3.84617, -1.58544], [-0.50138, -3.87127, -3.29630], [-0.16189, -5.44812, -2.56440], [0.82962, -5.20106, 0.64773], [-0.73134, -4.44342, 0.72817], [-1.53248, -4.46877, -2.00681], [0.70008, -3.55281, 1.19863], [2.05083, -0.37694, -4.76715], [1.70824, -1.89717, 2.23624], [0.59247, -1.13110, 2.50651], [-0.01460, -0.36527, 1.61776], [-1.06629, 0.28253, 2.19511], [-1.92609, 1.19520, 1.59063], [-3.02713, 1.75039, 2.24979], [-3.18412, 1.53076, 3.61714], [-2.30618, 0.64852, 4.26485], [-1.26370, 0.01390, 3.57642], [-0.11969, -1.22139, 4.11763], [2.05013, -2.48766, 2.97719], [2.48650, -1.42112, 1.75540], [-1.74712, 1.56332, 0.58852], [-3.72184, 2.36806, 1.68075], [-4.00628, 2.01294, 4.15960], [-2.40849, 0.39980, 5.31731]], "lumo_ha": [-0.28996, -0.29526], "homo_ev": [-13.40, -13.40], "orbital_gap_ev": [5.51, 5.36], "s2": 12.01, "spin_multiplicity": 7, "charge": 2}

[3]
{"formula": "C5H12S2", "method": "ωB97M-V/def2-TZVPD", "symbols": ["C", "C", "C", "S", "S", "C", "C", "H", "H", "H", "H", "H", "H", "H", "H", "H", "H", "H", "H"], "coordinates": [[-1.90936, 0.97066, 0.72280], [-1.55746, 0.08304, 1.90278], [-0.89553, 2.06112, 0.34935], [0.13551, 1.72921, -1.08509], [1.26735, 0.21723, -0.24582], [1.63421, -0.81996, -1.69090], [2.19066, -2.13088, -1.15555], [-2.90951, 1.39630, 0.82536], [-2.06069, 0.37700, -0.18729], [-1.56456, -0.98217, 1.68877], [-2.24201, 0.23043, 2.74328], [-0.60890, 0.34162, 2.36975], [-1.35709, 3.03247, 0.15943], [-0.25505, 2.24383, 1.21483], [0.67918, -0.97309, -2.20254], [2.36708, -0.34654, -2.33980], [1.58096, -2.60133, -0.39099], [3.17359, -1.97201, -0.71729], [2.33163, -2.85693, -1.96108]], "lumo_ha": 0.02805, "homo_ev": -7.86, "orbital_gap_ev": 8.62, "smiles": "CCCSSCC", "e_above_lowest_kj_mol": 29.0}

[4]
{"formula": "C3H3NO2S2", "method": "ωB97M-V/def2-TZVPD", "symbols": ["C", "C", "C", "N", "O", "O", "S", "S", "H", "H", "H"], "coordinates": [[-0.75884, -0.00248, -0.12834], [-1.05064, 1.17927, 0.58994], [0.35956, -0.73199, -0.44704], [1.71987, -0.53049, -0.35525], [-1.43835, 3.16354, 1.91714], [2.22109, -2.76199, -1.48620], [-0.29089, 2.28575, 1.60073], [2.79025, -1.62346, -0.75715], [-1.57841, -0.51837, -0.46580], [-2.09421, 1.30021, 0.51204], [0.12057, -1.75999, -0.98007]], "lumo_ha": [-0.07167, -0.07632], "homo_ev": [-9.00, -8.59], "orbital_gap_ev": [7.05, 6.52], "e_above_lowest_kj_mol": 334.0}

[5]
{"formula": "C24H45BrN3O5", "method": "ωB97M-V/def2-TZVPD", "symbols": ["C", "C", "C", "C", "O", "C", "C", "C", "C", "O", "O", "C", "C", "C", "O", "C", "N", "C", "C", "C", "N", "Br", "C", "C", "C", "C", "C", "C", "O", "C", "H", "H", "H", "H", "H", "H", "H", "H", "H", "H", "H", "H", "H", "H", "H", "H", "H", "H", "H", "H", "H", "H", "H", "H", "H", "H", "H", "H", "H", "H", "H", "H", "H", "H", "H", "H", "H", "H", "H", "H", "H", "H", "C", "C", "N", "H", "H", "H"], "coordinates": [[-4.24309, -0.14712, 2.43474], [-3.51094, -0.10865, 1.32650], [-2.52327, -0.14794, 0.02741], [-1.20866, -1.00191, 0.53941], [-0.94650, -0.60228, 1.88077], [0.32735, 0.06714, 2.12508], [0.50043, 0.01997, 3.72052], [1.63102, 0.85969, 4.43245], [2.47757, 1.94321, 3.62810], [2.59875, -0.09359, 5.02966], [0.21655, 1.38204, 1.53276], [-0.68766, 2.25573, 2.25999], [-1.15945, 3.42549, 1.20518], [-2.73847, 3.35578, 0.86309], [-0.45024, 3.18889, -0.07001], [1.44645, -0.89423, 1.39461], [2.80825, -0.78003, 1.96543], [3.57866, -2.06939, 1.88110], [3.27477, -3.05035, 3.16130], [2.23085, -4.24589, 2.81922], [1.35825, -0.87919, -0.10727], [2.22225, 0.53239, -0.97824], [-0.07444, -0.91710, -0.57534], [-0.27179, -2.10036, -1.70050], [0.47083, -1.68082, -3.10649], [-0.34634, -2.14115, -4.42523], [-0.85562, -0.87666, -5.34221], [-2.32306, -0.32712, -4.87484], [-3.42844, -1.09136, -5.43156], [-3.97915, -2.03488, -4.47145], [-4.45751, -0.37946, 3.55255], [-3.05168, -0.77256, -0.79291], [-2.22167, 0.90905, -0.30725], [-1.58900, -2.10863, 0.56612], [-0.53177, 0.30219, 4.19083], [0.64083, -1.10558, 4.00198], [1.16384, 1.40034, 5.35777], [3.57048, 2.05770, 4.02558], [1.98716, 2.98901, 3.80704], [2.55394, 1.82134, 2.49134], [3.41759, -0.06058, 4.48139], [-1.62485, 1.74660, 2.68746], [-0.12065, 2.83017, 3.10564], [-0.81015, 4.47012, 1.57279], [-3.29120, 2.65366, 1.58731], [-3.20987, 4.40551, 0.95811], [-2.85068, 2.98508, -0.22874], [-0.24862, 4.06418, -0.50401], [1.09652, -1.97108, 1.70043], [3.34335, 0.03220, 1.63068], [3.21571, -2.68285, 0.95095], [4.71045, -1.89022, 1.77979], [2.84367, -2.47825, 4.06478], [4.28756, -3.50842, 3.46941], [2.06561, -4.40034, 1.69079], [1.21208, -4.01683, 3.34106], [2.61869, -5.22251, 3.32708], [1.80706, -1.76673, -0.44818], [-0.24816, 0.07024, -1.17573], [0.04461, -3.13731, -1.31756], [-1.41092, -2.06863, -1.96030], [0.60717, -0.52339, -3.19308], [1.53980, -2.14287, -3.18578], [0.40484, -2.70999, -5.11515], [-1.23395, -2.80174, -4.11348], [-1.00072, -1.20757, -6.45211], [-0.10231, -0.00791, -5.36568], [-2.33761, -0.25333, -3.72410], [-2.45059, 0.76157, -5.27875], [-5.10240, -2.27859, -4.66174], [-3.34476, -3.01005, -4.56402], [-3.91786, -1.67821, -3.37265], [1.39493, 4.65581, -3.48373], [0.07344, 5.09271, -2.91108], [-1.00049, 5.45171, -2.45370], [1.59714, 5.19998, -4.40840], [2.19483, 4.85868, -2.76882], [1.37123, 3.58546, -3.69810]], "lumo_ha": -0.15902, "homo_ev": -11.87, "orbital_gap_ev": 7.54, "charge": 1}

[6]
{"formula": "CH4BrN4", "method": "ωB97M-V/def2-TZVPD", "symbols": ["C", "N", "N", "N", "N", "Br", "H", "H", "H", "H"], "coordinates": [[-0.24246, -0.06688, 0.16848], [1.61196, 1.43960, -0.03565], [0.70707, 0.69698, -0.29844], [-1.40442, 0.63952, 0.51088], [-0.28848, -1.41641, 0.22176], [-3.20640, 0.14760, -0.05645], [2.04656, 2.17958, -0.61927], [-1.24231, 1.64462, 0.40506], [0.41279, -1.91720, -0.29794], [-1.21284, -1.69170, 0.36209]], "lumo_ha": -0.22123, "homo_ev": -14.25, "orbital_gap_ev": 8.23, "smiles": "[H]/N=N/C(=[NH2+])NBr", "e_above_lowest_kj_mol": 127.5, "charge": 1}

[7]
{"formula": "C5H6F3NO", "method": "ωB97M-V/def2-TZVPD", "symbols": ["C", "C", "C", "C", "C", "N", "O", "F", "F", "F", "H", "H", "H", "H", "H", "H"], "coordinates": [[-0.27090, -1.76919, 1.78868], [0.61870, -1.05862, 2.07346], [0.02349, 0.27969, -0.86675], [-0.60775, 2.16118, 0.73686], [-0.72638, 0.77680, 0.11080], [-0.16927, -0.94697, -1.55106], [1.22156, 0.78015, -1.25805], [0.67575, 2.13031, 1.37766], [-0.54553, 3.29242, -0.14949], [-1.87382, 0.10669, 0.41362], [-0.71120, -2.65891, 1.31779], [1.21119, 1.73270, -1.26922], [1.29945, -0.35281, 2.44561], [-1.40863, 2.20533, 1.53887], [-0.60238, -1.65968, -0.86726], [0.69096, -1.46635, -1.67207]], "lumo_ha": 0.03011, "homo_ev": -8.89, "orbital_gap_ev": 9.71, "smiles": "N/C(O)=C(\\F)C(F)F.C#C", "e_above_lowest_kj_mol": 318.1}

no.,maximum force (eV Å⁻¹)
1,1.1
2,5.9
3,1.4
4,4.0
5,7.4
6,3.6
7,4.5